ORCA calculation (ωB97M-V with the def2-TZVPD basis set) on C10H10N4O2 in the gas phase.

XYZ file:
```
26
Properties=species:S:1:pos:R:3:forces:R:3
N -0.5607 0.7801 1.6189 0.955 0.288 -3.285
N -1.8975 0.2863 3.3769 -2.269 0.195 0.209
O 0.7611 1.1115 -0.3030 -3.102 -0.778 0.316
O -4.2044 0.2727 2.0482 1.248 1.123 -0.403
C -0.5096 0.9034 0.2873 1.361 0.807 3.307
C -1.7881 0.6331 2.1614 -0.228 -0.717 1.763
C -1.6697 1.0151 -0.4277 1.589 0.412 -3.263
C -2.8986 1.0279 0.1302 -1.260 0.721 -1.253
C 3.8221 -1.3021 1.3456 -0.544 1.756 1.364
C 3.3306 -0.1504 1.9661 -0.031 0.328 -0.567
C 3.2090 -1.6017 0.1713 -1.562 -1.413 -2.555
C 2.3592 0.6951 1.3855 1.428 -1.335 2.332
C 2.0735 -0.9281 -0.3220 -0.345 2.016 0.520
C 1.6928 0.2995 0.2844 1.544 -1.783 -1.085
N -3.9038 1.3889 -0.7634 -0.720 -0.629 4.434
N -2.9897 0.8627 1.4803 -1.647 -0.579 -0.556
H -0.9708 0.2558 3.6761 1.752 -0.425 1.186
H -4.1715 0.4252 3.0383 0.829 0.046 -1.341
H -1.5448 1.2794 -1.4952 -0.353 -0.209 0.710
H 4.5672 -1.8798 1.8750 0.146 -0.165 -0.523
H 3.7212 0.1571 2.9156 0.205 0.047 0.380
H 3.5274 -2.4203 -0.4709 0.084 -0.218 0.427
H 2.0278 1.4457 2.0496 -0.376 1.244 -0.042
H 1.4021 -1.1702 -1.1570 0.995 -0.535 0.025
H -4.8367 1.4864 -0.3706 0.303 -0.164 -0.768
H -3.6872 1.3529 -1.7130 -0.003 -0.034 -1.332
```
Forces are in eV/Å.

The calculation puts the HOMO energy at -8.1 eV. Its energy relative to the best compared isomer or geometry (same formula, charge and spin) is 214.4 kJ/mol. For the HOMO-LUMO gap, the calculation gives 8.45 eV. As for the SMILES: [H]/N=c1\nc(Oc2ccccc2)cc(N)n1O.

Here are the Mulliken charges for atoms 1 to 4, given in e: N -0.374; N -0.857; O -0.418; O -0.432